The following is a quantum chemistry calculation of 2 unconnected molecules or ions with the total composition C4H6NO2 in a non-equilibrium geometry, from OMol25.

The calculation puts the total energy at -9817.894 eV. As for the charge: +1. The energy relative to the best compared isomer or geometry (same formula, charge and spin) is 454.2 kJ/mol.

Last column: Löwdin charge in e.
CARTESIAN COORDINATES (ANGSTROEM)
C: -1.86 -0.06 0.10  0.133
C: 0.85 0.57 -0.11  -0.440
C: 0.20 1.88 0.00  0.048
C: 0.27 -1.99 0.01  -0.022
N: 0.01 -0.63 -0.34  0.088
O: -2.95 -0.05 0.14  0.318
O: 2.03 0.31 -0.09  0.171
H: 0.50 2.50 0.80  0.097
H: 0.36 2.49 -0.84  0.097
H: -1.03 1.66 0.08  0.115
H: 0.04 -2.29 1.07  0.154
H: 1.42 -1.86 0.01  0.170
H: 0.17 -2.54 -0.84  0.073

=====

The following is a quantum chemistry calculation of a molecular structure, C3H4NO2S2 in a non-equilibrium geometry, from OMol25.

The calculation puts the total energy at -30432.416 eV. As for the charge: -1. The energy relative to the best compared isomer or geometry (same formula, charge and spin) is 0.0 kJ/mol.

Last column: Löwdin charge in e.
CARTESIAN COORDINATES (ANGSTROEM)
C: 0.38 -0.32 0.59  -0.901
C: -2.48 0.12 -0.58  -0.826
C: 0.89 0.91 0.54  -0.616
N: 1.04 -1.39 0.13  0.022
O: -2.22 -0.61 -1.45  0.034
O: -3.05 1.10 -0.29  0.031
S: -1.28 -0.55 1.25  0.620
S: 2.37 1.21 -0.39  0.599
H: 0.59 1.83 1.02  0.035
H: 1.90 -1.63 0.57  0.076
H: 0.41 -2.11 0.02  0.032
H: 1.45 1.42 -1.41  -0.106

=====

The following is a quantum chemistry calculation of C3H9NOS in the gas phase in a non-equilibrium geometry, from OMol25.

The calculation puts the total energy at -17628.637 eV. The energy relative to the best compared isomer or geometry (same formula, charge and spin) is 151.3 kJ/mol.

Last column: Löwdin charge in e.
CARTESIAN COORDINATES (ANGSTROEM)
C: -0.12 1.46 -0.25  -0.357
C: 1.28 -1.91 -0.05  -0.244
C: -0.14 0.39 0.83  -0.327
N: -1.31 1.33 -1.09  -0.037
O: -1.16 -2.06 0.92  -0.554
S: -0.43 -1.22 -0.03  0.857
H: -0.01 2.45 0.22  0.109
H: 0.76 1.30 -0.89  0.105
H: -2.14 1.53 -0.55  0.073
H: 1.22 -2.79 -0.67  0.040
H: 1.97 -1.19 -0.48  0.040
H: 1.56 -2.19 0.96  0.050
H: -0.99 0.51 1.49  0.088
H: 0.78 0.37 1.42  0.088
H: -1.26 2.02 -1.84  0.070

=====

The following is a quantum chemistry calculation of a gas-phase ion, C5H8NOS (charge +1) in a non-equilibrium geometry, from OMol25.

The calculation puts the total energy at -19679.018 eV. As for the charge: +1. The energy relative to the best compared isomer or geometry (same formula, charge and spin) is 170.0 kJ/mol.

Last column: Löwdin charge in e.
CARTESIAN COORDINATES (ANGSTROEM)
C: -1.98 1.30 -0.13  -0.036
C: -3.27 0.80 -0.10  -0.324
C: -1.69 -1.00 -0.21  -0.347
C: 2.37 -0.82 -0.31  -0.050
C: 0.36 0.30 -0.19  -0.212
N: -1.08 0.18 -0.26  -0.116
O: 0.95 -0.92 -0.55  -0.167
S: -3.34 -0.90 -0.13  1.178
H: -1.61 2.30 -0.48  0.163
H: -4.10 1.43 0.02  0.077
H: -1.07 -1.97 -0.28  0.169
H: 2.71 -1.80 -0.76  0.132
H: 2.56 -0.82 0.71  0.063
H: 2.82 0.11 -0.71  0.110
H: 0.74 0.61 1.01  0.219
H: 0.66 1.25 -0.65  0.139

=====

- The lowest energy relative to the best compared isomer or geometry (same formula, charge and spin) belongs to which entry?
  C3H4NO2S2

=====

- Which of these has the lowest energy relative to the best compared isomer or geometry (same formula, charge and spin)?
  C3H4NO2S2